(1)
Here is a structure of composition C32H65BI2N6O3 from the Open Molecules 2025 dataset. Energies are from ωB97M-V with the def2-TZVPD basis set.

```
109
Properties=species:S:1:pos:R:3:forces:R:3
I 4.065 1.262 4.611 -0.23 -0.26 0.07
I 4.347 -0.923 1.866 -0.29 -0.12 0.23
O -5.761 -4.428 1.681 0.54 0.03 0.24
O 0.731 -5.728 3.499 -0.28 0.88 0.13
O 1.723 -1.251 -0.079 -1.24 0.00 0.39
N -0.368 2.184 -2.269 -0.22 -0.08 -0.16
N 2.397 -4.175 5.171 -0.19 0.16 0.76
N 0.254 -2.907 4.886 1.69 1.39 1.29
N 1.875 6.485 -6.168 0.06 -0.13 0.23
N 1.456 -3.629 -0.350 -0.56 0.19 0.50
N 0.298 -3.755 2.275 -0.41 -1.00 0.89
C -0.732 1.829 -0.907 0.14 -0.19 0.21
C -0.504 6.055 -7.005 -0.11 -0.07 0.12
C 3.449 -4.545 1.802 -0.44 0.65 0.10
C 3.362 -3.629 2.823 0.31 -0.54 -0.68
C 2.215 -2.673 3.180 1.13 1.94 -0.92
C 0.835 -4.534 3.340 0.50 0.42 -0.40
C 2.976 -1.359 3.451 0.02 0.70 -0.09
C 2.006 1.547 -1.979 0.06 0.07 0.16
C 2.924 -0.514 4.482 -0.03 -0.53 -0.15
C -0.994 -0.946 1.587 -0.60 0.23 0.47
C 0.447 6.618 -5.942 -0.23 0.23 -0.05
C -2.190 -1.814 2.030 0.08 -0.36 -0.81
C 1.011 2.590 -2.462 0.16 -0.02 0.04
C 2.145 4.026 -6.819 0.00 -0.12 0.11
C 2.039 -0.745 5.673 0.18 1.00 0.57
C 0.319 -1.168 2.345 -0.67 0.19 0.21
C -0.505 2.868 0.197 -0.14 -0.01 0.06
C -1.423 4.487 -2.588 -0.15 0.03 -0.06
C -0.800 -2.322 6.957 -1.32 -0.25 -0.83
C -4.914 -5.087 0.761 -0.05 0.07 -0.49
C 2.443 5.184 -5.859 0.20 -0.14 0.00
C -1.322 3.010 -2.987 -0.03 0.13 -0.18
C -3.851 -2.805 0.346 0.42 0.09 -0.26
C -2.511 -2.982 1.061 -0.36 -0.32 0.67
C 1.053 -2.489 2.099 1.04 -0.35 -0.23
C -4.389 -4.091 -0.268 -0.25 0.15 -0.11
C -0.344 -4.763 6.455 -0.03 0.30 0.09
C 1.482 -3.488 4.307 -0.61 -2.58 -1.30
C 2.038 8.534 -7.554 -0.04 0.00 -0.04
C -0.212 -3.325 5.997 -0.20 -0.12 -0.11
C 2.374 7.057 -7.402 -0.04 0.12 -0.11
C -5.754 -4.979 2.982 -0.43 0.18 -0.04
B 1.425 -2.476 0.511 1.09 0.26 -0.31
H 2.334 4.294 -7.859 -0.02 0.02 0.00
H -6.613 -5.642 3.112 0.07 -0.16 0.08
H 1.117 3.677 -6.731 -0.02 0.03 -0.06
H 2.138 4.894 -4.850 -0.13 0.09 -0.01
H -0.915 -0.997 0.499 0.27 -0.12 -0.03
H 3.464 -5.619 1.961 1.98 0.02 0.25
H 4.226 -3.506 3.475 -0.79 -1.20 1.32
H -3.723 -2.053 -0.437 -0.12 0.06 -0.04
H -3.088 -1.197 2.039 0.02 0.14 0.26
H -1.919 4.616 -1.628 0.07 0.01 0.04
H 0.524 -5.109 7.013 0.04 -0.17 -0.06
H -2.018 5.029 -3.327 0.01 -0.02 -0.02
H 2.084 -5.119 5.367 -0.07 -0.05 -0.27
H 1.486 -4.502 0.157 -0.48 -0.12 -0.10
H 0.971 -0.333 2.097 0.30 -0.21 -0.22
H -1.780 1.517 -0.897 -0.03 0.09 -0.13
H -2.042 -2.204 3.038 0.01 0.20 0.14
H 0.990 -0.665 5.412 -0.02 -0.24 -0.14
H 2.549 8.941 -8.428 -0.01 -0.01 -0.01
H 2.529 -3.717 6.064 0.09 0.16 -0.09
H -2.312 2.552 -2.913 0.03 -0.05 0.12
H 2.228 0.034 6.411 0.01 -0.01 0.04
H 1.182 2.742 -3.532 -0.21 0.06 -0.03
H 0.204 6.175 -4.972 0.13 -0.11 -0.01
H -4.059 -5.564 1.250 -0.12 -0.04 0.29
H 2.362 9.098 -6.678 -0.02 -0.03 0.03
H 1.799 0.573 -2.426 -0.04 0.02 -0.03
H -1.691 -3.147 0.359 -0.02 0.05 -0.13
H -0.561 4.968 -6.970 0.05 -0.01 -0.08
H 1.990 1.441 -0.894 0.03 -0.07 -0.01
H -5.850 -4.158 3.693 -0.02 0.03 0.04
H 0.488 3.316 0.144 0.01 -0.02 -0.02
H 0.219 7.681 -5.820 0.08 0.01 -0.05
H 3.463 6.960 -7.403 -0.01 -0.13 0.08
H -1.246 3.666 0.169 0.06 0.06 -0.03
H -0.630 -2.624 7.988 0.24 0.08 0.05
H -1.514 6.431 -6.826 0.01 0.03 0.00
H -3.609 -4.579 -0.859 0.01 -0.09 -0.01
H -4.835 -5.523 3.206 0.08 -0.04 -0.07
H 1.285 -1.192 -0.934 0.51 0.08 -0.38
H -1.067 2.961 -4.051 0.12 -0.02 0.03
H 3.499 -4.195 0.776 -1.84 -0.22 -0.17
H -5.194 -3.852 -0.965 -0.05 0.06 0.00
H -0.680 -3.680 2.532 -0.17 0.25 -0.68
H -1.206 -4.815 7.120 0.04 0.00 0.15
H -0.566 -5.403 5.606 0.39 -0.19 -0.05
H -1.889 -2.343 6.818 -0.05 0.04 0.19
H -0.593 2.386 1.174 0.03 -0.02 -0.01
H 2.790 3.178 -6.578 0.02 0.01 0.00
H -5.495 -5.859 0.247 0.16 -0.19 -0.01
H 0.089 -1.025 3.402 -0.01 -0.27 0.07
H 2.237 -1.681 6.187 -0.05 -0.19 -0.19
H -4.584 -2.417 1.051 -0.06 0.01 0.02
H -0.220 6.353 -8.015 0.02 0.01 0.01
H -1.281 0.087 1.796 0.14 0.10 -0.06
H 2.014 6.517 -8.292 0.03 0.03 -0.04
H -0.176 0.928 -0.633 0.07 0.06 -0.04
H -0.444 4.967 -2.543 0.01 -0.02 0.02
H 0.749 -3.642 -1.073 0.29 -0.13 -0.32
H 3.530 5.303 -5.802 -0.01 0.10 -0.07
H -2.589 -3.913 1.632 0.11 -0.04 0.04
H 3.018 1.839 -2.262 0.00 0.00 0.00
H 1.233 3.552 -1.973 0.08 0.00 -0.02
H 0.969 8.698 -7.696 0.00 0.02 0.01
H -0.492 -1.309 6.732 0.25 0.04 0.17
```
Forces are in eV/Å.

As for the molar mass: 846.53 g/mol. The max |F| is 2.956 eV/A. The frontier orbital gap is 0.274 Eh. Its multiplicity is 1.

(2)
Here is a structure of composition C32H66As3PY from the Open Molecules 2025 dataset. Energies are from ωB97M-V with the def2-TZVPD basis set.

```
103
Properties=species:S:1:pos:R:3:forces:R:3
Y 0.370 0.209 -0.227 -0.93 -0.23 0.22
As -1.689 2.282 -1.758 0.25 0.05 0.00
As -6.241 1.979 -4.565 -0.01 -0.02 0.01
As -2.249 -1.284 -1.182 0.26 -0.30 -0.19
P 0.144 2.464 1.903 -0.02 0.34 -0.49
C 1.653 -4.118 -1.113 -0.02 -0.01 -0.03
C -4.723 0.921 -1.517 -0.03 0.03 0.02
C -3.993 0.597 -2.818 -0.03 -0.05 0.01
C 0.461 5.238 1.129 0.02 0.02 0.02
C -4.987 0.535 -3.998 0.03 -0.01 0.00
C 1.413 0.478 -2.002 0.90 -0.01 0.13
C 3.597 -2.612 -0.706 0.07 0.00 0.02
C 2.457 -3.378 -0.048 -0.03 -0.10 0.09
C -2.896 1.610 -3.155 0.04 0.01 -0.02
C -2.645 1.930 1.875 -0.01 -0.06 0.04
C -1.574 2.843 2.463 0.05 -0.03 0.15
C 2.787 2.487 -2.546 0.06 0.03 0.04
C -0.713 -0.455 3.913 0.03 -0.02 0.05
C -7.640 1.736 -3.208 0.01 0.00 -0.01
C 1.591 -2.505 0.846 0.04 0.21 -0.11
C -2.743 3.804 -1.081 -0.14 -0.11 0.02
C 2.641 2.929 3.094 0.01 0.07 -0.01
C -1.776 -3.015 -1.969 -0.05 0.00 -0.02
C 1.406 -0.787 2.570 0.00 -0.08 0.01
C -3.378 -0.807 -2.722 -0.06 0.10 0.14
C 2.155 -1.480 1.628 0.05 0.02 -0.04
C -0.524 -2.034 1.962 0.00 -0.06 0.02
C 0.542 3.785 0.673 0.12 0.05 0.09
C -3.608 -1.958 0.053 -0.02 0.09 0.02
C 0.055 -1.082 2.786 0.00 0.02 -0.01
C 0.225 -2.729 1.008 0.04 -0.01 0.07
C 3.836 0.265 -2.746 0.02 -0.01 -0.04
C -0.642 3.349 -3.008 -0.01 0.02 0.04
C 2.511 1.021 -2.908 -0.15 0.17 -0.17
C 2.130 0.918 -4.394 -0.15 0.02 -0.05
C -5.519 3.665 -3.852 -0.01 -0.01 -0.01
C 1.138 3.026 3.341 0.06 -0.26 0.03
H -0.115 3.615 -0.178 -0.01 0.02 -0.03
H -0.320 -0.802 4.870 -0.01 0.00 -0.01
H 1.897 -0.051 3.195 -0.02 0.01 -0.01
H 4.613 0.724 -3.365 -0.02 -0.01 0.02
H -5.677 -0.300 -3.833 0.01 -0.02 -0.01
H -3.640 2.230 2.208 0.01 -0.01 0.01
H 4.174 0.282 -1.708 -0.01 -0.01 0.03
H -1.316 3.791 -3.743 0.00 0.01 0.00
H 1.092 -3.414 -1.733 0.03 0.00 -0.01
H -4.673 4.006 -4.447 -0.01 0.01 0.00
H -6.320 4.397 -3.968 0.01 0.01 0.01
H -2.669 -3.459 -2.409 0.00 0.01 -0.01
H 1.211 1.463 -4.622 0.02 -0.01 0.02
H -4.395 -2.454 -0.516 -0.01 0.01 0.01
H -2.222 1.177 -3.900 -0.02 0.01 -0.04
H -3.156 -2.685 0.725 -0.01 -0.01 -0.01
H -2.633 1.956 0.789 -0.02 0.01 -0.03
H -4.429 0.280 -4.903 0.02 0.02 -0.01
H -4.041 -1.151 0.642 0.00 -0.01 0.01
H 1.868 3.069 -2.485 0.05 -0.01 0.00
H -0.499 5.479 1.587 0.00 0.00 -0.01
H 1.549 3.564 0.302 -0.03 -0.02 -0.01
H 2.920 1.314 -5.036 0.01 -0.01 0.02
H 2.950 1.903 2.890 0.00 0.01 -0.02
H -1.769 -0.718 3.873 0.01 0.00 -0.01
H 3.199 3.276 3.964 -0.01 -0.01 0.00
H -3.700 3.476 -0.680 0.01 0.02 0.02
H -1.032 -2.862 -2.750 0.00 -0.01 0.00
H 0.954 -4.845 -0.696 0.01 0.02 0.01
H 3.199 -1.821 -1.334 0.00 0.06 -0.02
H -1.571 2.747 3.552 0.00 0.04 0.01
H -7.318 1.991 -2.200 0.00 0.00 0.00
H 3.443 2.966 -3.280 -0.01 -0.04 0.00
H 0.850 2.418 4.202 0.02 0.00 0.01
H 1.243 5.478 1.850 -0.01 0.00 0.00
H 2.899 -4.127 0.621 -0.03 -0.02 0.00
H -7.980 0.701 -3.228 -0.01 0.01 0.00
H 0.593 5.907 0.278 0.00 -0.01 0.00
H -0.254 -3.520 0.451 -0.01 0.05 -0.02
H -4.176 -1.554 -2.702 0.01 -0.02 -0.01
H -1.378 -3.702 -1.228 0.00 0.01 -0.01
H 0.085 2.706 -3.493 -0.04 0.03 -0.02
H 1.962 -0.127 -4.668 0.01 0.01 0.01
H 0.841 4.051 3.569 0.00 0.00 0.03
H -5.239 3.623 -2.800 0.00 0.01 -0.01
H -1.564 -2.294 2.112 0.00 0.02 -0.03
H 3.214 -1.270 1.549 -0.02 0.04 -0.04
H 1.355 -0.641 -2.161 -0.24 -0.10 0.15
H 3.738 -0.775 -3.064 0.00 0.00 -0.02
H -0.126 4.150 -2.480 0.03 -0.02 -0.01
H 2.951 3.539 2.244 -0.01 0.00 0.02
H 2.329 -4.665 -1.769 0.00 -0.02 0.02
H 3.292 2.545 -1.577 -0.05 -0.01 0.03
H -2.919 4.512 -1.891 -0.02 -0.02 -0.02
H -2.194 4.311 -0.287 0.00 0.01 -0.01
H -5.237 1.879 -1.571 0.03 0.01 0.00
H -4.029 0.966 -0.670 0.01 -0.03 -0.01
H -8.483 2.372 -3.479 0.00 0.00 0.01
H 4.183 -3.287 -1.331 0.00 0.00 0.01
H -5.470 0.156 -1.293 -0.01 0.01 -0.01
H -3.319 2.508 -3.601 -0.04 0.00 0.02
H 4.285 -2.163 0.011 -0.01 -0.02 0.00
H -2.761 -1.014 -3.600 -0.01 0.04 -0.03
H -2.489 0.891 2.178 0.00 0.02 0.01
H -0.629 0.631 3.909 0.01 0.02 -0.01
H -1.792 3.892 2.255 -0.02 0.00 -0.02
```
Forces are in eV/Å.

As for the molar mass: 795.53 g/mol. The max |F| is 0.983 eV/A. The frontier orbital gap is 0.233 Eh. Its multiplicity is 1. Its net charge is +1. For the energy above the lowest of the compared OMol25 structures with the same formula, charge and spin, the calculation gives 0.0 kcal/mol.

Question: Which value of frontier orbital gap does entry 2 give?
Answer: 0.233 Eh

Question: Among the records above, which one has the lowest frontier orbital gap?
Answer: C32H66As3PY

Question: What is the multiplicity in the second record?
Answer: 1